(1)
Formula: C28H69F3N3NaO14
Source: the Open Molecules 2025 dataset
Level of theory: ωB97M-V/def2-TZVPD

Last column: Löwdin charge in e.
Element x y z (Å)
Na1 12.6478 15.1288 11.7415  0.39
C1 13.7781 17.9473 11.2441  -0.46
O1 14.5735 17.0242 10.5871  -0.08
O2 12.9089 17.3008 12.0070  -0.21
C2 14.7402 18.7629 12.1092  -0.54
F1 14.0815 19.7146 12.8026  0.13
F2 15.3103 18.0753 13.1124  0.15
F3 15.7192 19.3342 11.3917  0.15
C3 14.8298 17.3060 9.2310  -0.25
C4 15.7124 16.2043 8.6410  -0.06
H1 16.7245 16.2128 9.0100  0.07
H2 15.2631 15.1811 8.6825  0.07
H3 15.7756 16.3066 7.5456  0.08
H4 15.4467 18.2169 9.0999  0.12
H5 13.8538 17.4266 8.7345  0.13
H6 13.1973 18.5405 10.5539  0.16
C5 18.3260 14.0338 11.8960  -0.10
O3 17.2588 13.8476 12.8412  -0.23
C6 16.5151 15.0636 13.2070  -0.18
C7 15.4596 14.8444 14.2739  -0.17
N1 14.2436 14.0821 13.8058  -0.02
C8 13.3450 13.8909 14.9283  -0.21
C9 12.1737 12.9653 14.4363  -0.15
O4 11.3309 13.6869 13.5208  -0.21
C10 9.9591 13.6809 13.7620  -0.11
H7 17.9921 14.3422 10.8977  0.08
H8 18.8174 13.0853 11.8542  0.07
H9 19.0152 14.8103 12.2707  0.09
H10 16.0452 15.5009 12.3128  0.12
H11 17.1880 15.8172 13.6411  0.12
H12 15.1375 15.8488 14.5817  0.12
H13 15.8775 14.3878 15.1939  0.12
H14 14.5053 13.1456 13.4755  0.08
H15 12.9306 14.8237 15.2723  0.10
H16 13.7586 13.3759 15.8028  0.11
H17 11.5923 12.6191 15.2961  0.12
H18 12.6749 12.0753 13.9993  0.11
H19 9.6059 12.6653 14.0445  0.10
H20 9.5004 13.8694 12.7972  0.08
H21 9.7185 14.3897 14.5663  0.10
C11 11.9673 7.1277 10.0467  -0.12
O5 11.7893 8.1154 9.0740  -0.20
C12 12.4744 7.8835 7.8534  -0.21
C13 12.3264 9.2390 7.1658  -0.21
N2 13.0639 10.2504 7.8143  -0.05
C14 14.4804 10.0836 7.9433  -0.23
C15 15.1946 11.2079 8.5427  -0.20
O6 14.9970 11.2144 9.9757  -0.22
C16 15.7709 12.1429 10.6724  -0.11
H22 13.0458 7.0512 10.3445  0.09
H23 11.6923 6.1159 9.7728  0.08
H24 11.3871 7.4858 10.8736  0.08
H25 12.0132 7.0846 7.2582  0.13
H26 13.5335 7.6730 8.0415  0.11
H27 11.2691 9.5251 7.1526  0.13
H28 12.6380 9.1932 6.1435  0.11
H29 12.6504 10.6810 8.6093  0.08
H30 14.8727 9.8390 6.9461  0.14
H31 14.7813 9.2756 8.6112  0.12
H32 14.8791 12.1868 8.1552  0.13
H33 16.3132 11.1372 8.3589  0.15
H34 15.6702 13.1399 10.1941  0.09
H35 16.8249 11.8666 10.5511  0.09
H36 15.5356 12.1840 11.7160  0.06
C17 20.2153 12.0950 16.0539  -0.09
O7 19.5970 10.8103 16.2050  -0.20
C18 18.5262 10.7970 17.1028  -0.26
C19 17.1941 11.2416 16.5667  -0.18
N3 16.7020 10.2922 15.5108  -0.06
C20 15.7686 10.8562 14.6497  -0.25
C21 14.9250 9.7933 13.9341  -0.18
O8 14.0689 10.4786 13.0230  -0.24
C22 13.1666 9.6993 12.2627  -0.10
H37 19.6278 12.8541 15.4939  0.09
H38 21.1957 11.9707 15.5911  0.08
H39 20.3600 12.4431 17.1033  0.09
H40 18.8845 11.3947 18.0129  0.13
H41 18.4219 9.7383 17.4372  0.13
H42 17.2821 12.2065 16.0570  0.10
H43 16.4345 11.3061 17.3586  0.13
H44 17.5454 9.9674 15.0394  0.12
H45 16.1765 11.4917 13.9035  0.10
H46 15.0600 11.5177 15.2039  0.12
H47 14.3622 9.0938 14.5563  0.12
H48 15.6064 9.1290 13.3812  0.12
H49 12.4009 9.2176 12.9209  0.10
H50 13.7387 8.9129 11.7620  0.08
H51 12.6706 10.2459 11.4945  0.07
C23 9.4157 17.3636 12.7458  -0.24
C24 8.0330 17.3993 12.1546  -0.26
O9 7.8532 18.6494 11.5393  -0.07
O10 10.3363 17.5192 11.6536  -0.11
H52 9.6019 16.5026 13.4040  0.10
H53 9.4713 18.2111 13.4811  0.12
H54 7.2538 17.3331 12.8867  0.12
H55 7.9903 16.5830 11.4304  0.11
H56 8.7818 18.9255 11.2689  0.11
H57 11.3184 17.4763 11.9267  0.06
C25 11.7760 13.2993 9.1872  -0.17
C26 10.5631 14.1323 9.6290  -0.23
O11 11.1245 15.3556 10.0094  -0.09
O12 12.8022 13.1782 10.2175  -0.06
H58 12.2162 13.9826 8.4581  0.12
H59 11.4815 12.3299 8.7305  0.12
H60 9.9501 13.6216 10.3796  0.11
H61 9.8625 14.3130 8.7677  0.14
H62 10.3964 15.9813 10.2135  0.10
H63 13.1539 12.2969 10.2503  0.04
C27 11.4294 19.4171 14.8974  -0.21
C28 11.5307 17.9362 15.3189  -0.24
O13 12.5280 17.1821 14.6480  -0.08
O14 10.4009 20.0405 15.7061  -0.08
H64 11.1658 19.5183 13.8587  0.11
H65 12.3799 19.8608 15.0059  0.10
H66 10.5793 17.3921 15.2842  0.10
H67 11.8783 17.9526 16.3882  0.13
H68 12.5575 17.4182 13.7169  0.02
H69 10.4762 20.0663 16.6643  0.08

Cartesian forces (eV/Å) of the 2 atoms listed first:
0.37 -0.32 0.35
-0.66 -0.37 1.05

The LUMO energy comes out at 0.0062 Eh. The spin multiplicity is 1. The value obtained for the total energy is -2787.6316 a.u. Its orbital gap is 9.02 eV.



(2)
Formula: C4H5FO2
Source: the Open Molecules 2025 dataset
Level of theory: ωB97M-V/def2-TZVPD

Last column: Löwdin charge in e.
Element x y z (Å)
C1 1.7943 0.6737 -0.3239  -0.21
C2 1.1719 -0.4159 0.0786  -0.07
C3 -1.6302 -1.0308 -0.0758  -0.21
C4 -2.2597 0.2535 0.0811  -0.05
O1 -1.8073 -2.1718 -0.2384  0.16
O2 3.1451 0.9057 -0.1039  -0.03
F1 1.6867 -1.6768 0.2163  -0.03
H1 1.3672 1.5221 -0.5984  0.05
H2 -3.2852 0.0318 0.5872  0.14
H3 -2.1016 0.8769 -0.8018  0.11
H4 -1.7841 0.7603 0.8128  0.03
H5 3.7027 0.2714 0.3663  0.10

Cartesian forces (eV/Å) of the 2 atoms listed first:
3.41 -3.89 2.73
-2.43 -1.75 -1.07

The LUMO energy (spin up / spin down) comes out at -0.0065 / 0.0075 Eh. The spin multiplicity is 1. The value obtained for the total energy is -405.5456 a.u. Its orbital gap (spin up / spin down) is 7.22 / 8.65 eV.



(3)
Formula: C3H8O4
Source: the Open Molecules 2025 dataset
Level of theory: ωB97M-V/def2-TZVPD

Last column: Löwdin charge in e.
Element x y z (Å)
O1 -1.4746 0.5505 -0.3277  0.13
C1 -0.3783 0.2983 -0.6580  -0.50
O2 -0.1344 -0.6877 -1.6151  0.04
C2 0.9014 1.0605 -0.3031  -0.07
C3 2.1878 0.4679 -0.8353  -0.31
O3 2.6257 0.5940 -2.1423  -0.01
H1 -0.9295 -1.2861 -1.8482  0.16
H2 0.9918 2.0695 -0.5983  0.11
H3 0.8802 1.0538 0.8447  0.16
H4 3.0070 0.9475 -0.2948  0.12
H5 2.1792 -0.6077 -0.5670  0.12
H6 1.9564 0.7410 -2.7495  0.05
O4 -3.1279 -1.8123 4.8611  -0.08
H7 -3.7429 -1.4164 4.1898  0.06
H8 -3.7178 -1.6172 5.5929  0.02

Cartesian forces (eV/Å) of the 2 atoms listed first:
-1.75 0.48 1.32
1.33 -0.37 -2.83

The LUMO energy comes out at 0.0202 Eh. Its SMILES is O=C(O)CCO.O. The spin multiplicity is 1. The value obtained for the total energy is -420.0430 a.u. Its orbital gap is 10.88 eV.